No. 1
Molecular formula: C6H12N2Si
Method: DFT, the ωB97M-V functional and the def2-TZVPD basis

Structure (XYZ):
```
21
Properties=species:S:1:pos:R:3:forces:R:3
N -0.073 -0.166 3.274 0.7157 0.2202 -1.3581
C 0.443 0.283 2.137 -0.3434 0.6768 0.2542
C -1.037 -1.017 2.848 -1.3377 -0.9628 0.3693
C -1.152 -1.035 1.487 -0.4205 -1.0908 0.3490
N -0.209 -0.187 1.005 1.1048 0.6822 -0.1128
C -1.346 -0.155 -1.795 0.7242 0.2181 0.5816
C 0.648 2.007 -0.823 0.0321 -0.7557 -0.1056
C 1.637 -0.874 -1.226 -0.1852 -0.1789 0.1241
Si 0.180 0.143 -0.731 0.1547 1.4216 0.5263
H 1.212 1.054 2.105 -0.1925 -0.3407 -0.1960
H -1.659 -1.605 3.525 0.3321 0.2973 -0.0874
H -1.717 -1.721 0.861 -0.0195 0.4666 0.0890
H -1.174 0.246 -2.789 0.0740 0.2332 -0.1275
H -1.617 -1.187 -1.928 -0.2038 -0.4821 0.1507
H -2.146 0.399 -1.318 -0.3701 0.0089 -0.0843
H 1.632 2.097 -1.286 -0.0165 -0.0302 -0.1698
H 0.737 2.527 0.129 -0.2524 -0.1259 0.1255
H -0.065 2.540 -1.452 -0.0466 0.1128 0.0367
H 1.564 -1.831 -0.732 0.0747 -0.4408 0.1903
H 1.523 -1.069 -2.282 0.2964 -0.0278 -0.4990
H 2.617 -0.450 -1.008 -0.1206 0.0980 -0.0562
```
Forces are in eV/Å.

- HOMO-LUMO gap (Ha) = 0.33969
- maximum force (eV/Å) = 1.689
- energy relative to the best compared isomer or geometry (same formula, charge and spin) (kcal/mol) = 0.0
- net charge = 0
- electronic energy (hartree) = -634.87658
- highest occupied orbital energy (Ha) = -0.31353
- multiplicity = 1

Here are the natural (NBO) charges for atoms 1 to 8, given in e: number 1, N, carries -0.447; number 2, C, carries 0.157; number 3, C, carries -0.099; number 4, C, carries -0.115; number 5, N, carries -0.715; number 6, C, carries -1.114; number 7, C, carries -1.107; number 8, C, carries -1.141


No. 2
Molecular formula: C6H12N3O2P
Method: DFT, the ωB97M-V functional and the def2-TZVPD basis

Structure (XYZ):
```
24
Properties=species:S:1:pos:R:3:forces:R:3
C -3.408 -0.655 -0.400 -0.1786 -0.1037 -0.4354
C -3.036 0.491 0.453 -0.1779 0.5699 0.0176
C 1.644 2.171 0.515 0.6426 0.3594 0.2579
C 0.734 2.180 -0.642 -0.1552 0.3188 -0.6530
C 1.593 -2.195 -0.699 -0.0573 -0.7255 -0.3032
C 2.604 -1.546 0.144 0.8841 -0.3735 0.4815
N -2.197 -0.686 0.387 0.0817 -0.6790 0.6905
N 0.386 1.462 0.560 -0.5018 -1.0088 0.3650
N 1.559 -0.764 -0.481 -1.1633 1.2561 0.2718
O 0.285 -0.805 1.906 0.2440 -0.1191 0.2623
O -1.060 -0.520 -0.447 2.6655 0.7555 1.2814
P 0.355 -0.211 0.580 -2.4526 -0.1169 -2.2308
H -4.172 -1.350 -0.080 0.0010 -0.0748 -0.0012
H -3.292 -0.554 -1.473 0.0544 0.0863 0.0804
H -2.677 1.392 -0.027 0.0556 -0.0568 -0.0837
H -3.519 0.633 1.409 0.0360 0.0412 0.0532
H 2.562 1.599 0.452 -0.0203 -0.0452 -0.0946
H 1.695 3.041 1.159 -0.0025 -0.0373 -0.0069
H 0.125 3.058 -0.824 0.0235 -0.0173 0.0098
H 0.992 1.608 -1.524 0.1158 -0.0391 0.0563
H 1.847 -2.484 -1.711 -0.0014 0.0188 -0.0021
H 0.833 -2.801 -0.226 -0.0074 0.0109 0.0983
H 2.548 -1.692 1.218 -0.0679 -0.0411 -0.0728
H 3.598 -1.372 -0.248 -0.0181 0.0210 -0.0422
```
Forces are in eV/Å.

- HOMO-LUMO gap (Ha) = 0.37334
- maximum force (eV/Å) = 3.317
- energy relative to the best compared isomer or geometry (same formula, charge and spin) (kcal/mol) = 0.0
- net charge = 0
- electronic energy (hartree) = -891.82868
- highest occupied orbital energy (Ha) = -0.33441
- multiplicity = 1

Here are the natural (NBO) charges for atoms 1 to 8, given in e: number 1, C, carries -0.275; number 2, C, carries -0.284; number 3, C, carries -0.236; number 4, C, carries -0.237; number 5, C, carries -0.231; number 6, C, carries -0.248; number 7, N, carries -0.126; number 8, N, carries -0.761